Entry from the OMol25 dataset: a 2-piece molecular cluster, C5H12O overall in a non-equilibrium geometry (wB97M-V/def2-TZVPD).

```
18
Properties=species:S:1:pos:R:3:forces:R:3:lowdin_charge:R:1
H -3.02870 -1.35128 -0.10521 1.229 0.587 -1.666 0.09
H 2.36991 2.10558 -0.02150 1.130 -0.091 0.644 0.05
H -0.62852 -1.25937 1.14808 -0.582 2.849 0.426 0.11
H 2.25387 -1.97215 0.85775 0.369 0.873 -0.667 0.06
H -2.83994 -0.27482 -1.73296 1.249 -0.832 2.847 0.12
H 0.76737 1.71006 0.56140 0.872 -0.978 -0.635 0.08
C -2.26535 -0.75573 -0.75660 -2.041 -0.074 -0.347 -0.13
H 1.26633 1.81102 -1.17500 -0.344 -0.619 0.634 0.07
H -1.51427 -1.40658 -1.25894 -0.335 0.283 0.832 0.06
H 1.60539 -0.43753 1.70426 0.925 -0.716 -0.929 0.07
H -2.50896 0.98370 0.53946 0.941 -0.945 0.549 0.11
C -1.67782 0.29732 0.22177 0.900 -0.464 -0.451 -0.27
H -1.01608 0.90281 -0.39677 0.229 0.174 0.354 0.06
H 2.42462 -0.53890 -1.25143 -1.125 1.355 1.048 0.11
C 1.57027 1.41070 -0.17195 -1.169 0.177 -1.566 -0.13
O -0.80909 -0.26552 1.37273 -1.987 -1.552 -2.488 -0.17
C 2.07177 -0.88435 0.76885 -2.108 1.105 1.182 -0.06
C 1.95920 -0.07496 -0.30394 1.849 -1.130 0.232 -0.23
```
Positions in Å, forces in eV/Å.

The energy comes out at -7424.400 eV. As for the SMILES: C=CC.CCO. As for the HOMO-LUMO gap: 10.387 eV. Its energy above the lowest of the compared OMol25 structures with the same formula, charge and spin is 2.911 eV.